# 1
Entry from the OMol25 dataset: a cluster of 7 separate species, C19H43N6O9 in total at a distorted geometry (ωB97M-V/def2-TZVPD).

The value obtained for the largest force on an atom is 2.7 eV/A. The HOMO-LUMO gap comes out at 0.2897 hartree. The energy is -1755.63784 Eh. Its total charge is -1.

Each line ends with the Mulliken charge.
Element x y z (Å)
O -1.24 0.68 -0.68  -0.307
C -1.00 -0.10 0.46  0.546
O 0.09 -0.03 1.06  -0.963
O -1.90 -0.93 0.70  -0.701
H -2.12 0.29 -0.84  0.202
C 1.31 2.58 -6.83  -1.104
C 0.28 2.74 -5.75  0.731
O -0.44 3.73 -5.68  -0.663
N 0.17 1.68 -4.92  -0.050
C -0.86 1.54 -3.90  -0.663
H 1.74 3.53 -7.14  0.324
H 0.84 2.11 -7.70  0.244
H 2.12 1.90 -6.54  0.326
H 0.88 0.97 -4.97  0.219
H -1.13 2.52 -3.51  0.313
H -0.52 0.91 -3.10  -0.024
H -1.76 1.13 -4.36  0.378
C -1.80 -1.97 -2.45  0.228
C -2.24 -2.17 -3.89  0.201
O -1.41 -2.34 -4.79  -0.734
N -3.57 -2.15 -4.17  -0.145
C -4.67 -2.03 -3.23  -0.859
H -0.89 -1.39 -2.39  -0.378
H -1.60 -3.00 -2.13  0.226
H -2.56 -1.65 -1.75  0.231
H -3.77 -2.34 -5.14  0.276
H -5.53 -1.67 -3.78  0.340
H -4.49 -1.25 -2.49  0.292
H -4.88 -2.97 -2.72  0.282
C 1.75 0.72 -1.71  0.441
C 2.96 0.76 -0.83  0.032
O 4.03 1.22 -1.21  -0.760
N 2.77 0.22 0.39  0.236
C 3.81 0.30 1.39  -0.987
H 2.03 0.42 -2.72  0.257
H 1.28 1.70 -1.74  0.320
H 1.03 -0.03 -1.39  -0.737
H 1.80 0.08 0.69  0.466
H 3.37 0.11 2.37  0.336
H 4.22 1.31 1.42  0.268
H 4.65 -0.37 1.19  0.300
C 2.03 1.44 5.76  -1.639
C 1.46 0.94 4.43  0.959
O 1.07 -0.20 4.31  -0.585
N 1.53 1.82 3.39  0.596
C 1.97 3.19 3.49  -1.144
H 3.04 1.79 5.54  0.387
H 2.14 0.60 6.43  0.381
H 1.44 2.25 6.19  0.303
H 1.23 1.47 2.48  -0.162
H 1.36 3.78 2.79  0.363
H 3.00 3.32 3.15  0.248
H 1.75 3.61 4.46  0.383
C 1.35 -3.15 -0.98  -0.840
C 0.75 -4.13 -0.02  0.655
O -0.09 -3.79 0.79  -0.572
N 1.17 -5.43 -0.15  -0.229
C 0.47 -6.56 0.38  -0.916
H 1.18 -2.17 -0.52  0.082
H 0.76 -3.08 -1.89  0.270
H 2.42 -3.21 -1.18  0.427
H 1.90 -5.64 -0.81  0.222
H -0.34 -6.23 1.02  0.331
H 1.14 -7.20 0.97  0.273
H 0.11 -7.21 -0.42  0.286
C -1.66 2.54 2.76  -0.441
C -1.97 1.81 4.05  0.568
O -1.90 0.60 4.13  -0.554
N -2.45 2.60 5.08  -0.251
C -2.60 2.06 6.40  -0.819
H -0.84 2.03 2.28  -0.377
H -1.50 3.61 2.91  0.370
H -2.57 2.49 2.15  0.371
H -2.16 3.56 5.04  0.256
H -3.10 1.10 6.39  0.274
H -3.15 2.75 7.04  0.339
H -1.63 1.88 6.89  0.241

***

# 2
Entry from the OMol25 dataset: a structure of composition C19H43O2OsP3 at a distorted geometry (ωB97M-V/def2-TZVPD).

The value obtained for the largest force on an atom is 3.8 eV/A. The HOMO-LUMO gap (spin up / spin down) comes out at 0.2677 / 0.1959 hartree. The energy is -2013.35734 Eh. The expectation value of S² is 6.03. As for the spin multiplicity: 5. Its total charge is +4.

Each line ends with the Mulliken charge.
Element x y z (Å)
Os 0.55 0.22 1.03  0.814
P 2.07 1.04 2.47  0.329
P -0.54 1.89 0.05  0.837
P 1.83 -0.49 -0.67  0.395
H -1.61 -1.42 1.30  0.346
C -0.57 -1.58 0.98  -0.979
C 0.42 -1.64 2.05  -0.531
H 0.03 -1.57 3.07  0.157
C 1.41 1.30 4.14  -0.816
C 2.71 2.66 1.92  -1.167
C 3.52 -0.05 2.75  -1.171
C -1.95 1.21 -0.89  -1.198
C -1.34 2.90 1.32  -1.149
C 0.30 3.04 -1.07  -1.223
C 2.61 -2.12 -0.44  -1.382
C 3.23 0.59 -1.13  -1.234
C 0.89 -0.73 -2.22  -1.610
H -0.45 -2.15 0.06  0.485
H 1.34 -2.23 1.94  0.523
H 0.94 0.38 4.53  0.109
H 0.65 2.10 4.13  0.337
H 2.23 1.60 4.81  0.562
H 1.89 3.39 1.90  0.375
H 3.16 2.59 0.92  0.332
H 3.46 2.98 2.64  0.527
H 3.18 -0.99 3.20  0.392
H 4.19 0.45 3.46  0.535
H 4.06 -0.27 1.82  0.315
H -2.45 2.05 -1.38  0.501
H -2.64 0.74 -0.18  0.432
H -1.64 0.48 -1.64  0.226
H -1.83 3.76 0.84  0.552
H -0.61 3.26 2.05  0.394
H -2.09 2.28 1.84  0.319
H -0.42 3.82 -1.34  0.548
H 0.65 2.54 -1.98  0.343
H 1.16 3.51 -0.57  0.351
H 3.21 -2.33 -1.33  0.519
H 1.85 -2.90 -0.34  0.420
H 3.26 -2.13 0.44  0.372
H 3.67 0.16 -2.04  0.539
H 4.00 0.61 -0.35  0.398
H 2.90 1.61 -1.35  0.326
H 1.57 -1.20 -2.94  0.665
H 0.52 0.21 -2.65  0.610
H 0.04 -1.41 -2.06  0.430
C -2.23 -0.87 -5.27  0.845
C -3.34 -1.23 -6.07  -0.599
C -3.61 -2.60 -6.24  -0.418
C -2.78 -3.58 -5.67  -0.475
C -1.62 -3.18 -4.99  -0.269
C -1.31 -1.83 -4.83  -0.214
O -2.06 0.41 -4.78  -0.352
H -2.80 0.97 -5.07  0.352
H -3.98 -0.46 -6.51  0.386
H -4.48 -2.89 -6.81  0.437
H -3.04 -4.62 -5.76  0.460
H -0.95 -3.93 -4.57  0.425
H -0.40 -1.50 -4.33  0.421
C -1.50 -0.71 5.41  -0.986
C -2.30 -0.40 4.17  -0.405
O -1.68 0.60 3.32  -0.407
H -0.53 -1.15 5.16  0.211
H -2.04 -1.47 5.99  0.399
H -1.33 0.20 6.01  0.366
H -2.37 -1.29 3.53  0.245
H -3.32 -0.05 4.42  0.415
H -1.71 1.44 3.82  0.309

***

Energy relative to the best compared isomer or geometry (same formula, charge and spin) (kJ/mol)
8.37; 0.00